# 1
Density functional theory data (the ωB97M-V functional and the def2-TZVPD basis) for a 7-piece molecular cluster, C2H18O6 overall in a non-equilibrium geometry.

## Properties
- F_max: 1.1 eV/Å
- E: -538.433642 Eh
- Structure (SMILES): CC.O.O.O.O.O.O

Structure (XYZ):
```
26
Properties=species:S:1:pos:R:3:forces:R:3:nbo_charge:R:1
O 1.958 -0.625 -1.208 -0.41 0.00 0.05 -0.964
O -2.504 0.904 1.234 -0.29 0.82 0.13 -0.966
O -0.165 2.739 1.505 0.16 0.24 -0.54 -0.975
O 2.083 1.464 0.703 0.03 0.16 0.51 -1.007
O 0.020 -0.409 1.621 0.01 -0.34 0.16 -0.972
O -1.596 1.758 3.979 -0.31 0.38 -0.10 -0.957
C 0.658 -2.621 -4.124 0.24 0.40 0.40 -0.609
C -0.232 -3.686 -4.743 0.21 -0.74 0.77 -0.608
H 0.329 -2.364 -3.111 -0.43 0.15 -0.22 0.193
H -0.147 -4.647 -4.222 0.11 0.12 0.06 0.200
H -1.413 0.889 4.327 0.23 -0.41 0.18 0.471
H 1.897 0.090 -0.555 0.36 0.12 0.06 0.495
H -3.340 1.216 0.865 0.13 -0.36 -0.02 0.482
H 1.065 -0.632 -1.568 0.09 -0.16 -0.18 0.456
H -2.323 1.598 3.360 0.27 0.05 -0.09 0.485
H 1.707 -2.847 -3.915 -0.02 -0.46 -0.64 0.215
H 0.947 -0.131 1.689 -0.16 0.14 -0.24 0.496
H 2.857 1.760 1.193 0.03 -0.06 -0.19 0.477
H -0.004 -3.913 -5.782 -0.12 0.32 -0.13 0.205
H -0.060 2.660 2.455 -0.53 -0.18 0.35 0.495
H 0.068 -1.342 1.386 0.13 0.05 -0.01 0.470
H 1.338 2.033 1.017 -0.04 -0.17 -0.33 0.510
H -0.922 2.180 1.255 0.25 -0.09 0.36 0.511
H -2.453 -0.047 1.148 0.05 -0.20 -0.13 0.495
H 0.633 -1.732 -4.754 0.06 0.17 0.23 0.203
H -1.272 -3.393 -4.601 -0.06 0.06 -0.45 0.202
```
Forces are in eV/Å.


# 2
Density functional theory data (the ωB97M-V functional and the def2-TZVPD basis) for C22H25FN2O6S in the gas phase in a non-equilibrium geometry.

## Properties
- F_max: 1.1 eV/Å
- E: -1912.383484 Eh
- Structure (SMILES): CCN(CC)S(=O)(=O)c1cccc(NC(=O)COC(=O)CCC(=O)c2ccc(F)cc2)c1

Structure (XYZ):
```
57
Properties=species:S:1:pos:R:3:forces:R:3:nbo_charge:R:1
S -0.492 2.386 0.548 0.13 0.11 0.13 2.343
F -3.010 2.797 -3.252 0.03 -0.05 0.07 -0.315
O 0.225 -2.313 -1.636 -0.11 -0.15 -0.09 -0.602
O -0.166 -2.632 1.579 -0.01 0.04 0.15 -0.611
O 1.224 -4.190 0.777 0.17 -0.34 -0.17 -0.503
O -0.433 3.752 0.104 0.26 -0.11 0.02 -0.945
O 2.617 -1.373 2.298 -0.02 0.11 0.24 -0.596
O -1.704 1.656 0.296 0.10 -0.19 0.36 -0.956
N 2.406 -1.813 0.079 0.10 -0.10 -0.45 -0.660
N -0.136 2.250 2.149 -0.29 0.11 -1.07 -0.710
C -0.949 0.271 3.394 -0.08 0.30 0.00 -0.620
C 0.042 -3.565 0.849 -0.32 -0.23 -0.19 0.824
C 2.829 0.022 -1.458 -0.09 -0.07 0.18 -0.223
C -0.982 -4.155 -0.092 0.00 0.29 -0.08 -0.503
C 2.244 -3.658 1.620 -0.02 0.31 0.48 -0.173
C 2.048 2.139 3.306 -0.21 0.16 -0.14 -0.624
C -0.945 -2.050 -1.433 -0.29 -0.06 0.05 0.597
C -2.862 -0.410 -1.618 0.23 -0.09 -0.12 -0.140
C -0.751 0.059 -2.676 -0.14 -0.18 0.09 -0.141
C 1.152 0.246 0.251 0.15 -0.21 -0.09 -0.218
C 0.869 1.508 -0.220 -0.26 0.29 0.27 -0.326
C 2.423 -2.149 1.394 0.29 -0.52 0.03 0.676
C 2.542 1.300 -1.906 -0.11 0.03 -0.02 -0.212
C -1.825 -3.009 -0.652 0.37 -0.29 0.15 -0.512
C 1.556 2.053 -1.286 0.00 0.22 -0.04 -0.200
C -1.553 -0.795 -1.914 0.10 0.38 -0.26 -0.142
C 2.142 -0.505 -0.370 -0.03 0.45 -0.01 0.244
C -1.122 1.756 3.083 -0.48 -0.49 0.06 -0.214
C 1.002 3.005 2.609 0.61 0.16 0.12 -0.211
C -1.230 1.270 -3.127 -0.16 0.13 -0.01 -0.298
C -3.353 0.798 -2.066 -0.06 0.21 -0.16 -0.281
C -2.529 1.626 -2.808 0.00 -0.29 -0.01 0.447
H 2.306 1.277 2.696 0.06 -0.11 -0.05 0.233
H 2.945 2.725 3.487 0.10 0.05 0.08 0.213
H 0.258 -0.250 -2.903 0.09 0.01 0.01 0.236
H -2.278 -2.463 0.177 -0.11 -0.01 -0.07 0.249
H -0.469 -4.701 -0.882 -0.06 -0.01 0.07 0.242
H -1.646 -0.022 4.176 -0.08 -0.11 0.09 0.209
H 1.673 1.783 4.262 0.01 -0.09 0.14 0.203
H -1.612 -4.848 0.470 0.04 -0.01 0.02 0.242
H 1.431 3.470 1.718 0.14 0.14 0.21 0.217
H 0.595 -0.159 1.079 -0.02 -0.15 0.15 0.252
H 2.274 -2.541 -0.611 -0.13 0.06 0.20 0.425
H -4.356 1.116 -1.832 -0.10 0.06 0.02 0.233
H -2.105 1.917 2.635 -0.01 0.03 0.27 0.223
H -3.504 -1.043 -1.027 -0.07 -0.08 0.09 0.214
H -1.155 -0.326 2.510 -0.02 -0.10 -0.08 0.219
H 0.062 0.054 3.726 0.12 -0.07 0.04 0.217
H 3.584 -0.573 -1.949 0.11 -0.06 0.00 0.219
H 1.303 3.049 -1.613 0.03 0.13 -0.09 0.245
H 1.991 -3.816 2.672 0.08 0.10 -0.17 0.219
H 0.675 3.809 3.282 -0.01 -0.01 -0.19 0.189
H -1.055 2.348 4.002 0.03 0.07 -0.15 0.194
H 3.156 -4.202 1.367 -0.10 0.06 0.01 0.217
H 3.085 1.709 -2.745 0.04 0.05 -0.06 0.221
H -2.617 -3.387 -1.301 -0.06 0.06 0.02 0.239
H -0.616 1.939 -3.709 0.04 0.09 -0.07 0.233
```
Forces are in eV/Å.


# 3
Density functional theory data (the ωB97M-V functional and the def2-TZVPD basis) for C6H9NO2 in the gas phase in a non-equilibrium geometry.

## Properties
- F_max: 5.8 eV/Å
- E: -439.080327 Eh
- Structure (SMILES): C[C@@H]1CC=C[C@H]1[N+](=O)[O-]

Structure (XYZ):
```
18
Properties=species:S:1:pos:R:3:forces:R:3:nbo_charge:R:1
O 2.554 0.632 0.802 0.33 -0.33 -0.02 -0.402
O 2.750 -1.211 -0.303 -0.77 0.28 -0.29 -0.374
N 2.156 -0.180 -0.029 1.41 0.25 0.88 0.509
C -0.577 1.835 -0.013 -1.35 0.34 -1.42 -0.133
C 0.581 1.598 -0.634 0.22 0.36 2.06 -0.223
C -0.391 -0.475 0.515 1.49 -0.40 -5.63 -0.105
C 0.887 0.192 -0.577 -3.63 -3.46 -0.68 -0.159
C -0.869 -1.835 -0.059 4.74 0.31 1.30 -0.619
C -1.347 0.650 0.511 -1.14 0.61 -1.22 -0.474
H -2.348 0.566 -0.080 1.77 -0.32 0.98 0.217
H -1.554 0.743 1.547 -1.00 0.87 0.97 0.225
H -1.235 2.657 -0.224 0.48 1.17 0.54 0.205
H -1.331 -1.886 -0.992 -0.46 0.66 -1.70 0.216
H 0.044 -2.538 -0.039 -1.33 0.92 -0.33 0.222
H 0.154 -0.448 1.392 0.84 -0.79 2.03 0.210
H 0.605 -0.277 -1.568 1.17 0.05 1.03 0.231
H -1.513 -2.248 0.604 -2.20 -1.35 2.21 0.212
H 1.432 2.223 -0.853 -0.57 0.81 -0.71 0.242
```
Forces are in eV/Å.


# 4
Density functional theory data (the ωB97M-V functional and the def2-TZVPD basis) for a 2-piece molecular cluster, C4H10N3 overall in a non-equilibrium geometry.

## Properties
- F_max: 3.6 eV/Å
- Total charge: +1
- E: -322.240020 Eh

Structure (XYZ):
```
17
Properties=species:S:1:pos:R:3:forces:R:3:nbo_charge:R:1
N -0.321 -0.799 0.098 1.07 2.92 -1.37 -0.372
N 1.349 -1.293 1.724 2.38 -0.97 1.46 -0.809
N -0.714 0.276 -0.708 -2.21 -2.56 1.10 -0.126
C 0.751 1.018 0.823 -1.18 2.23 1.09 -0.159
C -0.644 -0.064 -2.134 0.53 0.02 -0.74 -0.427
C -0.055 1.364 -0.204 2.46 1.19 1.10 -0.049
C 0.419 -0.368 1.286 -2.65 0.60 1.00 0.052
H 2.309 -1.129 1.445 -0.06 -0.01 -0.96 0.382
H 0.326 -0.617 -2.336 -1.08 1.21 0.07 0.254
H -0.384 -0.383 2.121 1.06 0.80 -0.85 0.225
H 1.233 1.799 1.472 -0.16 -1.14 -0.93 0.267
H -1.454 -0.707 -2.303 -0.93 -1.43 -0.24 0.229
H -0.945 0.787 -2.764 0.92 0.07 0.36 0.252
H -0.782 -1.632 -0.009 -1.36 -2.31 -0.25 0.412
H -2.408 0.752 -0.551 2.18 -0.65 -0.15 0.216
H 1.500 -1.312 2.746 -1.02 -0.06 -0.69 0.397
H -0.181 2.307 -0.706 0.07 0.10 0.01 0.257
```
Forces are in eV/Å.


# 5
Density functional theory data (the ωB97M-V functional and the def2-TZVPD basis) for a 2-piece molecular cluster, C3H5N3 overall in a non-equilibrium geometry.

## Properties
- F_max: 1.2 eV/Å
- E: -281.510238 Eh
- Structure (SMILES): CN=C=N.C#N

Structure (XYZ):
```
11
Properties=species:S:1:pos:R:3:forces:R:3:nbo_charge:R:1
N -0.665 0.057 -0.616 0.35 0.52 -0.12 -0.474
N 1.254 1.392 0.081 -0.92 0.31 0.07 -0.768
N 1.409 -1.738 -0.038 1.15 0.33 0.21 -0.341
C 0.262 0.704 -0.213 -0.51 -0.43 -0.29 0.666
C -1.915 -0.250 0.025 -0.33 -0.13 0.10 -0.412
C 2.345 -1.075 0.089 -0.53 -1.04 -0.06 0.087
H -1.809 -1.057 0.754 0.04 0.04 -0.11 0.212
H -2.312 0.640 0.527 -0.01 -0.20 -0.04 0.193
H -2.608 -0.556 -0.756 -0.10 -0.06 0.20 0.209
H 3.233 -0.494 0.211 -0.12 0.06 -0.02 0.243
H 0.797 2.309 0.008 0.99 0.59 0.06 0.385
```
Forces are in eV/Å.


# 6
Density functional theory data (the ωB97M-V functional and the def2-TZVPD basis) for C2H4Br2 in the gas phase in a non-equilibrium geometry.

## Properties
- F_max: 1.6 eV/Å
- E: -5226.624237 Eh
- Structure (SMILES): BrCCBr

Structure (XYZ):
```
8
Properties=species:S:1:pos:R:3:forces:R:3:nbo_charge:R:1
Br -1.189 -1.448 -1.202 -0.32 0.20 0.44 -0.023
Br 1.557 1.206 1.299 -0.07 0.02 -0.14 0.013
C 0.715 0.141 -0.069 0.28 0.25 -1.51 -0.484
C -0.725 -0.091 0.156 -0.95 -0.69 0.75 -0.415
H -0.938 -0.444 1.165 -0.21 -0.36 -0.25 0.223
H -1.354 0.775 -0.050 0.21 -0.08 -0.01 0.225
H 1.276 -0.774 -0.260 0.00 0.10 0.61 0.236
H 0.658 0.635 -1.039 1.07 0.57 0.12 0.225
```
Forces are in eV/Å.


> Number 4 is which compound?

C4H10N3